CBrClN2O4 | ωB97M-V/def2-TZVPD

Values from the calculation:
LUMO energy (alpha / beta) = -2.3 / -1.5 eV
orbital gap (alpha / beta) = 0.28890 / 0.30198 Ha
highest occupied orbital energy (alpha / beta) = -10.204 / -9.691 eV
maximum force = 2.62 eV Å⁻¹

ORCA input file:
```
! wB97M-V def2-TZVPD RIJCOSX def2/J DEFGRID3
* xyz 0 1
C -0.450 0.659 0.464
N 1.613 -1.122 0.052
N -1.233 0.471 -0.755
O 2.507 -0.371 0.046
O -0.740 0.735 -1.822
O 1.378 -2.263 0.034
O -2.323 -0.012 -0.496
Cl 0.865 1.761 0.583
Br -1.614 0.142 1.895
*
```



CBrF2I | ωB97M-V/def2-TZVPD

Values from the calculation:
LUMO energy = -2.0 eV
orbital gap = 0.29951 Ha
highest occupied orbital energy = -10.191 eV
maximum force = 3.38 eV Å⁻¹

ORCA input file:
```
! wB97M-V def2-TZVPD RIJCOSX def2/J DEFGRID3
* xyz 0 1
C 0.276 0.421 0.276
F -0.211 -0.407 1.266
F -0.103 -0.811 -1.623
Br -0.739 1.953 -0.062
I 2.233 0.332 -0.085
*
```